{
  "formula": "C2H3NOS",
  "method": "ωB97M-V/def2-TZVPD",
  "elements": ["C", "C", "N", "O", "S", "H", "H", "H"],
  "positions_angstrom": [[2.036340, 0.202067, 0.067677], [0.663822, 0.422609, 0.274887], [3.113192, -0.057619, -0.155343], [-0.103167, -1.252005, -0.893063], [-0.138894, 1.744544, -0.414300], [0.427967, 0.128673, 1.253551], [0.046225, -2.170813, -0.560562], [-0.703198, 1.980662, 0.748322]],
  "atomic_forces_ev_per_a": [[-1.691, 0.014, -0.667], [-0.165, -2.311, -1.412], [2.633, -0.395, -0.287], [0.605, 1.314, 1.196], [0.125, 0.167, -0.478], [-0.919, -0.300, 1.111], [0.210, 1.108, 0.162], [-0.797, 0.403, 0.376]],
  "orbital_gap_ha": [0.332, 0.302],
  "e_tot_ev": -16491.4860,
  "e_above_lowest_kcal_mol": 85.61,
  "e_homo_ev": [-10.532, -9.634]
}